Entry 1:
63
Properties=species:S:1:pos:R:3 method="wB97M-V/def2-TZVPD" homo_lumo_gap_ha=0.35257 largest_force_ev_per_a=0.03 e_homo_ev=-9.054 e_tot_ha=-1286.421471 e_above_lowest_ev=1.068 smiles="C=CCC1(C(=O)N[C@H](C)C(=O)NCC(C)C)CN(C(=O)[C@H](C)C2(O)CCC2)C1"
C 0.693 3.667 3.227
C 0.130 2.469 3.270
C -0.345 1.719 2.063
C 0.417 0.393 1.769
C -0.583 -0.745 1.812
O -0.918 -1.245 2.874
N -1.118 -1.123 0.631
C -2.174 -2.104 0.559
C -1.636 -3.529 0.704
C -2.863 -1.911 -0.790
O -2.352 -1.248 -1.679
N -4.040 -2.553 -0.937
C -4.801 -2.481 -2.174
C -5.645 -1.214 -2.303
C -6.685 -1.122 -1.192
C -6.303 -1.185 -3.677
C 1.364 0.476 0.537
N 2.496 0.391 1.454
C 3.805 0.066 1.277
O 4.476 -0.343 2.204
C 4.350 0.279 -0.131
C 5.358 -0.815 -0.466
C 4.966 1.678 -0.289
O 6.155 1.697 0.463
C 5.047 2.093 -1.781
C 3.720 2.861 -1.597
C 3.969 2.844 -0.074
C 1.680 0.098 2.627
H 1.011 4.177 4.126
H 0.851 4.180 2.284
H -0.017 1.978 4.228
H -1.405 1.490 2.200
H -0.275 2.369 1.188
H -0.906 -0.652 -0.238
H -2.886 -1.908 1.366
H -2.443 -4.261 0.689
H -0.947 -3.754 -0.112
H -1.108 -3.614 1.652
H -4.428 -3.033 -0.144
H -4.092 -2.535 -3.001
H -5.445 -3.362 -2.223
H -4.962 -0.363 -2.222
H -7.378 -1.967 -1.243
H -6.223 -1.119 -0.204
H -7.272 -0.208 -1.283
H -6.977 -2.038 -3.801
H -6.892 -0.277 -3.810
H -5.560 -1.224 -4.475
H 1.298 -0.373 -0.151
H 1.304 1.406 -0.033
H 3.512 0.233 -0.833
H 4.873 -1.792 -0.476
H 5.805 -0.643 -1.445
H 6.144 -0.832 0.284
H 6.514 2.590 0.443
H 5.884 2.777 -1.936
H 5.092 1.302 -2.529
H 3.635 3.834 -2.077
H 2.857 2.258 -1.881
H 3.136 2.694 0.611
H 4.517 3.736 0.238
H 1.866 0.758 3.470
H 1.754 -0.940 2.956

***

Entry 2:
28
Properties=species:S:1:pos:R:3 method="wB97M-V/def2-TZVPD" homo_lumo_gap_ha="0.28658 / 0.28015" largest_force_ev_per_a=4.61 e_homo_ev="-15.692 / -15.719" e_tot_ha=-2589.155244 spin_multiplicity=6 total_charge=+2
C -0.078 -4.168 -2.732
C 0.168 -3.340 -1.517
H -1.144 -4.358 -2.931
H 0.434 -5.146 -2.646
H 0.357 -3.659 -3.616
O -0.693 -2.713 -0.797
Cl 1.883 -3.142 -1.128
Dy -0.063 -1.258 0.922
P -0.056 1.934 0.177
C -1.372 3.222 0.049
C 1.397 3.057 0.189
H 0.860 0.723 -1.694
H 0.153 2.301 -2.158
H -0.901 0.886 -1.847
C 0.016 1.398 -1.561
H 2.304 2.449 0.153
H 1.354 3.731 -0.678
H -1.140 3.919 -0.780
H -1.438 3.782 0.996
H 1.422 3.648 1.110
H -2.342 2.733 -0.120
C -1.419 0.568 2.028
O -2.077 1.253 2.703
Cl 2.114 -0.365 1.300
N 0.056 -1.776 3.314
H 0.862 -2.345 3.606
H -0.755 -2.333 3.642
H 0.097 -1.001 4.015

***

Entry 3:
119
Properties=species:S:1:pos:R:3 method="wB97M-V/def2-TZVPD" homo_lumo_gap_ha="0.25915 / 0.23451" largest_force_ev_per_a=2.57 e_homo_ev="-9.506 / -10.473" e_tot_ha=-4258.851851 spin_multiplicity=3 e_above_lowest_ev=2.366 total_charge=+1
W -0.179 -0.466 0.086
N -0.163 0.854 1.723
S -0.412 2.154 2.375
N 0.072 3.508 1.726
S -0.540 3.726 0.108
N 0.778 3.593 -0.811
S 1.357 2.180 -1.231
N 0.494 0.968 -1.262
C 1.987 2.539 -2.869
C 1.806 1.614 -3.880
C 2.373 1.858 -5.122
C 3.103 3.020 -5.334
C 3.263 3.949 -4.312
C 2.708 3.708 -3.067
C 2.921 2.020 -0.354
C 3.171 2.744 0.795
C 4.399 2.592 1.425
C 5.346 1.722 0.906
C 5.069 0.983 -0.238
C 3.851 1.134 -0.877
C -1.876 3.913 -1.376
C -3.179 4.065 -0.947
C -4.176 4.234 -1.898
C -3.853 4.230 -3.249
C -2.542 4.034 -3.655
C -1.537 3.856 -2.710
C -0.580 5.525 0.273
C -1.293 6.093 1.315
C -1.371 7.473 1.415
C -0.742 8.278 0.478
C -0.032 7.699 -0.565
C 0.045 6.321 -0.675
C -2.146 2.424 2.814
C -2.470 3.506 3.623
C -3.801 3.755 3.914
C -4.791 2.940 3.377
C -4.454 1.853 2.583
C -3.119 1.582 2.309
C 0.319 2.179 4.016
C -0.222 1.260 4.905
C 0.292 1.171 6.186
C 1.355 1.987 6.559
C 1.900 2.887 5.655
C 1.377 2.993 4.373
H 1.231 0.718 -3.675
H 2.251 1.142 -5.923
H 3.553 3.202 -6.300
H 3.825 4.855 -4.487
H 2.827 4.407 -2.248
H 2.408 3.409 1.180
H 4.620 3.162 2.317
H 6.309 1.623 1.389
H 5.803 0.295 -0.635
H 3.609 0.562 -1.765
H -3.411 4.068 0.114
H -5.202 4.373 -1.583
H -4.634 4.371 -3.985
H -2.289 4.022 -4.708
H -0.510 3.697 -3.014
H -1.773 5.457 2.048
H -1.922 7.921 2.231
H -0.806 9.355 0.556
H 0.462 8.321 -1.300
H 0.588 5.852 -1.482
H -1.681 4.133 4.020
H -4.070 4.581 4.559
H -5.832 3.155 3.581
H -5.231 1.218 2.178
H -2.821 0.731 1.712
H -1.035 0.622 4.577
H -0.132 0.470 6.892
H 1.754 1.925 7.563
H 2.732 3.511 5.953
H 1.774 3.703 3.660
C -3.122 0.664 -3.059
Si -2.607 -1.089 -2.624
C -3.825 -1.742 -1.330
C -2.726 -2.235 -4.122
N -1.015 -1.074 -1.898
C 0.122 -1.649 -2.300
C 0.496 -2.009 -3.620
C 1.745 -2.541 -3.822
C 2.636 -2.698 -2.752
C 2.283 -2.283 -1.467
C 1.014 -1.824 -1.198
F 1.731 -0.167 0.564
H -4.189 0.705 -3.284
H -2.575 1.055 -3.917
H -2.928 1.317 -2.208
H -4.837 -1.711 -1.736
H -3.796 -1.118 -0.435
H -3.612 -2.772 -1.043
H -3.774 -2.493 -4.285
H -2.171 -3.165 -3.983
H -2.363 -1.758 -5.034
H -0.151 -1.776 -4.455
H 2.057 -2.811 -4.823
H 3.609 -3.139 -2.923
H 2.999 -2.376 -0.657
C 2.161 -0.675 3.314
C 1.627 -1.971 2.827
N 0.829 -2.169 1.791
C 0.682 -3.537 1.665
C 1.377 -4.164 2.643
N 1.966 -3.159 3.374
H 1.494 0.113 2.990
H 3.134 -0.486 2.857
H 2.269 -0.666 4.400
H 0.098 -3.967 0.870
H 1.509 -5.205 2.878
H 2.546 -3.282 4.184
F -1.799 0.618 -0.175
C -2.978 -3.334 2.179
O -2.419 -2.007 2.277
C -1.641 -1.553 1.344
O -1.341 -2.228 0.321
H -4.004 -3.267 2.525
H -2.401 -3.991 2.828
H -2.937 -3.691 1.154

***

Entry 4:
15
Properties=species:S:1:pos:R:3 method="wB97M-V/def2-TZVPD" homo_lumo_gap_ha=0.44407 largest_force_ev_per_a=5.12 e_homo_ev=-15.928 e_tot_ha=-287.135743 e_above_lowest_ev=1.649 total_charge=+1
C -2.413 -0.213 -0.594
C -0.963 1.417 0.495
N -1.042 0.194 -0.041
H -2.169 -1.249 -0.727
H -2.775 0.196 -1.568
H -3.096 -0.177 0.159
H -1.861 2.057 0.576
H -0.078 1.673 0.970
H -0.109 -0.736 0.130
H 3.448 0.338 0.627
H 3.838 0.374 -0.816
O 3.188 -0.007 -0.236
H 1.887 -0.748 -0.090
H 1.156 -2.005 0.752
O 0.989 -1.115 0.364

***

Entry 5:
81
Properties=species:S:1:pos:R:3 method="wB97M-V/def2-TZVPD" homo_lumo_gap_ha="0.21562 / 0.22548" largest_force_ev_per_a=1.60 e_homo_ev="-1.974 / -2.246" e_tot_ha=-13558.056828 spin_multiplicity=2 e_above_lowest_ev=0.502 total_charge=-2
Sc 0.352 2.491 0.289
N 4.083 4.837 -1.290
C 2.986 4.237 -0.664
S 1.830 3.463 -1.708
N 3.007 4.374 0.630
N 1.956 3.735 1.302
C 1.779 4.207 2.475
C 0.808 3.773 3.482
C 0.858 4.431 4.716
C 0.006 4.117 5.757
C -0.934 3.099 5.554
C -1.008 2.436 4.348
C -0.155 2.760 3.272
O -0.271 2.136 2.139
H 3.904 5.100 -2.244
H 4.512 5.553 -0.724
H 2.440 5.020 2.767
H 1.596 5.217 4.841
H 0.063 4.647 6.700
H -1.615 2.827 6.354
H -1.729 1.646 4.178
Br -5.060 4.277 -3.827
C -3.695 4.338 -2.509
C -3.423 5.502 -1.810
Br -4.431 7.078 -2.134
C -2.398 5.515 -0.840
Br -1.954 7.075 0.139
C -1.638 4.379 -0.551
O -0.676 4.322 0.318
C -1.935 3.175 -1.277
O -1.209 2.116 -0.987
C -2.939 3.180 -2.231
Br -3.224 1.537 -3.135
C 3.015 0.484 1.670
C 1.669 -0.062 1.219
O 1.215 -1.043 1.842
N 1.116 0.537 0.138
Te -0.612 -0.823 -0.465
C -1.754 -2.732 -0.266
C -2.021 -3.553 -1.365
C -1.541 -3.236 -2.767
C -2.778 -4.716 -1.179
C -3.285 -5.072 0.061
C -4.097 -6.330 0.244
C -3.036 -4.224 1.137
C -2.284 -3.062 0.991
C -2.047 -2.185 2.203
C 0.981 -1.959 -1.349
C 1.500 -3.153 -0.829
C 0.991 -3.876 0.401
C 2.577 -3.758 -1.494
C 3.151 -3.221 -2.631
C 4.308 -3.896 -3.325
C 2.623 -2.033 -3.121
C 1.553 -1.392 -2.506
C 1.069 -0.095 -3.109
H 3.384 -0.115 2.499
H 2.925 1.526 1.977
H 3.718 0.451 0.835
H -1.599 -2.164 -2.977
H -2.152 -3.763 -3.504
H -0.498 -3.530 -2.913
H -2.981 -5.353 -2.038
H -4.223 -6.857 -0.705
H -5.093 -6.108 0.638
H -3.617 -7.017 0.947
H -3.432 -4.477 2.118
H -2.279 -2.726 3.123
H -2.683 -1.295 2.172
H -1.015 -1.833 2.259
H 0.596 -3.189 1.144
H 1.817 -4.424 0.861
H 0.209 -4.596 0.136
H 2.981 -4.681 -1.081
H 4.683 -4.735 -2.737
H 5.134 -3.198 -3.485
H 4.014 -4.280 -4.306
H 3.063 -1.576 -4.004
H 1.528 0.061 -4.086
H 1.334 0.752 -2.472
H -0.015 -0.073 -3.227

***

Entry 6:
43
Properties=species:S:1:pos:R:3 method="wB97M-V/def2-TZVPD" homo_lumo_gap_ha="0.23664 / 0.25377" largest_force_ev_per_a=1.38 e_homo_ev="-7.589 / -7.557" e_tot_ha=-8174.381522 spin_multiplicity=2 e_above_lowest_ev=0.628
Co 0.956 1.302 1.006
Br 1.534 -3.091 3.331
C -0.061 -2.159 2.939
C -1.294 -2.703 3.299
C -2.458 -2.034 3.024
Br -4.110 -2.818 3.544
C -2.439 -0.780 2.379
C -3.578 -0.021 2.042
C -3.429 1.187 1.416
C -2.142 1.656 1.125
N -1.057 0.979 1.428
C -1.178 -0.233 2.032
C 0.058 -0.926 2.295
O 1.186 -0.397 1.962
H -1.320 -3.663 3.795
H -4.565 -0.398 2.274
H -4.287 1.782 1.136
H -2.002 2.609 0.629
F 0.376 -3.689 -6.644
C 1.112 -2.564 -6.763
F 2.335 -2.933 -7.179
F 0.550 -1.844 -7.761
C 1.149 -1.786 -5.484
C -0.053 -1.339 -4.947
C -0.056 -0.608 -3.776
C 1.147 -0.315 -3.121
C 2.347 -0.766 -3.677
C 2.349 -1.496 -4.852
C 1.140 0.405 -1.890
C 1.145 1.015 -0.834
H -0.984 -1.566 -5.451
H -0.984 -0.256 -3.349
H 3.275 -0.537 -3.171
H 3.281 -1.844 -5.274
I 1.231 2.784 6.748
C 1.330 3.095 4.699
C 1.231 4.282 4.012
N 1.309 3.970 2.705
N 1.464 2.655 2.505
C 1.466 2.105 3.716
H 1.128 5.295 4.358
H 1.308 4.603 1.925
H 1.595 1.042 3.847